{"formula": "C14H15Cl2IN2O2Ti", "method": "ωB97M-V/def2-TZVPD", "elements": ["C", "H", "C", "C", "Ti", "I", "O", "H", "H", "H", "C", "C", "C", "H", "Cl", "H", "C", "N", "C", "H", "H", "H", "C", "H", "O", "N", "H", "H", "C", "Cl", "H", "C", "H", "C", "C", "C", "H"], "positions_angstrom": [[1.86, 1.15, -3.75], [3.90, -4.14, -0.68], [2.99, -2.27, -1.22], [1.79, -0.11, -1.70], [-0.06, 0.07, 0.48], [-2.41, -0.55, -0.09], [0.10, 2.16, 3.93], [0.40, 2.73, -3.88], [-0.57, 2.25, -1.60], [-5.04, 0.38, -0.12], [0.28, 1.69, -2.02], [-5.79, 0.48, 0.67], [1.58, -2.42, 1.13], [2.26, 3.31, 3.25], [3.12, 1.37, 2.15], [-4.48, -0.28, 2.23], [2.49, -3.42, 0.82], [1.38, -1.35, 0.32], [1.93, 2.65, 2.46], [3.09, -0.59, -3.33], [-6.77, 0.25, 0.23], [3.50, -2.17, -2.18], [2.33, 0.10, -2.97], [-5.82, 1.52, 0.99], [0.17, 1.15, 1.90], [0.79, 0.71, -1.24], [-5.56, -1.50, 1.56], [0.95, -2.45, 2.02], [-5.48, -0.45, 1.84], [1.55, 3.62, 1.00], [-6.19, -0.28, 2.66], [0.81, 1.94, -3.27], [2.64, -4.25, 1.52], [2.11, -1.25, -0.85], [3.20, -3.36, -0.38], [0.64, 1.97, 2.86], [2.30, 1.33, -4.73]], "total_charge": 2, "de_lowest_kj_mol": 0.00, "gap_ev": 6.93}


{"formula": "C3H2S2", "method": "ωB97M-V/def2-TZVPD", "elements": ["S", "H", "C", "C", "S", "H", "C"], "positions_angstrom": [[-0.12, 2.14, -0.77], [0.28, -0.02, -1.86], [0.14, -0.58, -0.01], [-0.18, -0.53, 1.28], [-0.64, 0.00, 2.62], [0.49, -1.55, -0.31], [0.02, 0.54, -0.96]], "smiles": "S=C=CC=S", "de_lowest_kj_mol": 5.21, "gap_ev": 7.97}


{"formula": "C21H36N8O8P2SY", "method": "ωB97M-V/def2-TZVPD", "elements": ["Y", "N", "C", "C", "P", "H", "H", "H", "C", "N", "H", "H", "H", "C", "O", "C", "N", "C", "P", "N", "H", "H", "H", "C", "S", "H", "H", "H", "H", "C", "H", "C", "O", "C", "H", "O", "H", "C", "C", "O", "C", "H", "N", "O", "H", "O", "C", "H", "C", "H", "H", "H", "H", "H", "C", "H", "H", "H", "H", "H", "H", "C", "H", "O", "H", "N", "H", "H", "C", "C", "C", "O", "N", "C", "H", "N", "H"], "positions_angstrom": [[0.28, 0.66, -0.57], [-2.23, -5.74, 2.28], [-4.15, -0.28, -0.85], [1.02, 1.50, 2.63], [2.54, 0.08, -2.33], [0.12, 2.96, 1.47], [-1.52, -4.71, 3.97], [3.37, -3.55, -3.13], [-2.16, -4.00, -0.93], [1.18, 2.97, -1.02], [4.36, -2.12, -3.50], [-4.37, -5.19, 1.29], [-2.14, -4.70, -1.76], [2.34, -1.66, -2.89], [3.89, 0.60, -3.02], [3.59, -2.52, -2.84], [0.03, 1.96, 1.63], [2.10, 5.21, -2.38], [0.89, -2.44, -2.00], [-2.61, -4.66, 0.28], [-0.91, 1.81, 1.99], [2.55, -1.64, -5.00], [1.09, -3.61, -0.14], [2.93, 4.51, -1.52], [-0.35, -4.00, 1.57], [-2.32, -6.26, 4.28], [-0.08, -0.24, 3.20], [0.09, 5.27, -3.20], [1.99, -0.80, 1.23], [0.79, 4.77, -2.55], [-2.72, -7.14, 0.78], [-1.64, -5.73, 3.62], [1.35, 0.77, -2.91], [2.43, 3.40, -0.86], [2.01, 1.76, 2.26], [0.03, -1.34, -1.40], [1.29, -0.71, -4.41], [-2.41, -0.88, 1.15], [-1.82, -4.84, 1.35], [1.65, -3.24, -0.86], [-3.69, -1.41, 1.20], [0.58, -1.57, 1.48], [-2.01, -0.05, 0.19], [-3.04, 1.30, -2.90], [-1.69, -1.13, 1.92], [0.27, -3.29, -3.06], [-4.58, -1.10, 0.18], [-4.79, 0.00, -1.68], [0.37, 3.65, -1.85], [-2.84, -3.18, -1.18], [-0.67, -6.22, 3.63], [3.95, 4.82, -1.35], [3.97, -2.54, -1.82], [4.66, 0.55, -2.44], [-1.06, 3.17, -2.05], [-5.58, -1.50, 0.19], [-4.57, -4.22, -0.19], [-3.97, -2.06, 2.02], [-4.20, -5.94, -0.31], [-1.89, -7.80, 2.19], [-1.17, -3.59, -0.78], [-2.43, 1.23, -1.86], [3.06, 2.81, -0.20], [2.62, 0.14, -0.83], [2.46, 6.07, -2.92], [1.81, -1.59, -4.30], [1.14, -2.40, -4.37], [1.64, -0.36, 3.50], [0.90, 0.00, 2.79], [-2.64, -7.08, 1.86], [-2.87, 0.24, -0.79], [-1.85, 3.90, -2.59], [-1.31, 1.94, -1.49], [-4.01, -5.04, 0.27], [0.90, 1.99, 3.60], [1.02, -0.65, 1.47], [-3.60, -7.35, 2.31]], "total_charge": 1, "de_lowest_kj_mol": 52.47, "gap_ev": 8.63}


{"formula": "C5H9NO", "method": "ωB97M-V/def2-TZVPD", "elements": ["H", "C", "O", "H", "H", "C", "H", "H", "C", "H", "N", "H", "C", "H", "C", "H"], "positions_angstrom": [[1.01, -0.78, -1.98], [2.11, -1.32, 1.21], [-0.34, 2.44, 0.06], [-3.19, 0.20, -1.44], [0.29, -0.73, -2.18], [0.91, -0.76, 1.01], [-2.17, 1.75, -1.59], [2.19, -2.40, 1.30], [-1.54, 0.39, -0.13], [3.02, -0.74, 1.27], [0.68, 0.61, 0.91], [-1.71, -0.56, 0.37], [-2.35, 0.80, -1.10], [1.45, 1.24, 1.08], [-0.38, 1.24, 0.28], [0.03, -1.38, 0.93]], "smiles": "C=CNC(=O)C=C.[H][H]", "de_lowest_kj_mol": 235.70, "gap_ev": 9.67}


{"formula": "C28H56BrF3IN4O16S4", "method": "ωB97M-V/def2-TZVPD", "elements": ["H", "C", "H", "C", "C", "H", "H", "N", "C", "H", "S", "C", "O", "C", "C", "H", "C", "O", "O", "O", "H", "C", "N", "Br", "H", "O", "H", "H", "H", "H", "H", "H", "O", "S", "C", "H", "C", "O", "C", "C", "C", "C", "F", "H", "C", "O", "C", "H", "S", "O", "H", "H", "H", "H", "H", "C", "C", "H", "N", "H", "C", "H", "I", "H", "O", "H", "H", "C", "H", "H", "H", "O", "F", "O", "O", "H", "H", "H", "H", "H", "H", "F", "H", "H", "O", "C", "H", "H", "C", "C", "N", "H", "H", "C", "H", "H", "H", "H", "C", "H", "H", "H", "O", "S", "C", "H", "H", "H", "H", "O", "H", "C", "H"], "positions_angstrom": [[1.61, 1.31, -3.11], [-0.92, 3.77, 2.65], [-2.01, -2.72, 3.38], [3.41, -0.13, -1.20], [3.66, 0.76, 1.18], [0.66, -0.41, -5.50], [0.30, 2.27, 0.02], [-0.76, 2.90, 1.71], [-1.76, 1.87, 1.36], [-3.21, 2.07, -0.16], [-0.08, -2.50, 0.60], [3.56, 0.69, -2.48], [-4.22, -3.36, 3.91], [1.79, -0.78, -3.69], [-0.59, 0.14, -3.80], [6.79, -2.93, -8.22], [-1.30, -3.15, 2.68], [4.53, -0.42, -5.72], [-4.54, -3.42, 6.33], [-3.35, -2.03, -7.53], [-2.24, 4.50, 5.41], [1.55, 2.08, 1.70], [0.07, 4.73, 2.81], [-1.90, 0.55, 2.79], [-4.33, 2.32, 2.65], [-2.94, -4.98, 5.28], [-3.50, -0.90, 6.04], [2.40, 0.02, -0.83], [-3.32, -3.28, 7.99], [4.48, 0.38, -2.98], [2.71, 2.24, -0.09], [-0.32, 1.19, -3.87], [6.28, -1.95, -6.47], [-3.56, -3.72, 5.11], [-3.09, 2.45, 0.85], [3.50, -1.19, -1.42], [6.14, -3.07, -7.36], [-1.47, -2.51, 1.40], [4.41, 0.31, -0.10], [-1.75, 3.67, 4.92], [-1.89, 2.26, 7.01], [-2.24, 2.38, 5.54], [-1.79, 0.94, 7.34], [-5.21, 2.58, 1.16], [-1.77, -4.29, -5.37], [-3.97, -3.69, -5.82], [0.14, -2.87, 3.04], [3.70, 1.74, -2.24], [-3.13, -2.38, -6.18], [4.01, -2.70, -6.51], [0.54, -3.58, 3.76], [-3.52, -5.57, -5.08], [-0.52, 6.72, 2.40], [1.67, 2.55, 2.68], [0.81, 3.83, 0.63], [2.37, 0.61, -3.45], [-3.88, -2.62, 7.32], [4.38, 0.86, 1.99], [-2.06, 3.68, 3.46], [-3.32, 2.28, 5.46], [-2.96, -1.73, 6.50], [0.06, -1.75, -4.48], [-3.43, 5.18, 3.01], [-1.50, -4.21, 2.56], [-3.28, -1.44, -5.13], [-0.69, 3.75, 5.12], [5.08, -0.50, 0.15], [4.67, -3.06, -7.73], [2.74, 0.97, -4.41], [-0.43, -1.23, -2.11], [-2.13, -1.35, 7.08], [0.24, -1.15, 0.29], [-0.69, 2.82, 7.31], [-1.68, -3.04, -6.05], [0.85, -3.00, 1.80], [1.61, 6.16, 0.64], [3.51, 2.90, 1.30], [4.45, -2.30, -8.48], [0.28, -1.85, 3.42], [-1.80, 1.52, 5.05], [-4.56, 1.00, 1.47], [-2.82, 2.83, 7.81], [2.51, -1.35, -4.28], [6.42, -3.97, -6.83], [-2.47, -2.59, 5.46], [0.46, -0.74, -4.48], [2.96, -0.04, 1.41], [2.03, 5.95, 2.18], [-0.86, -0.27, -2.34], [0.01, 5.92, 1.91], [1.35, 6.42, 1.58], [-4.61, -2.06, 7.89], [0.09, 5.06, 3.77], [2.90, 2.06, 0.96], [-0.48, 5.65, 0.98], [-0.38, 0.44, -1.68], [4.32, -4.03, -8.07], [-1.73, -4.11, -4.29], [-4.36, 2.06, 1.60], [1.20, 1.06, 1.85], [-1.93, -0.33, -2.17], [-0.94, -4.93, -5.66], [-0.11, -3.50, -0.41], [4.95, -1.77, -5.61], [-3.12, -4.84, -5.79], [1.63, -1.33, -2.77], [-1.52, 0.05, -4.34], [4.98, 1.16, -0.47], [-1.34, 1.29, 0.57], [5.11, -2.39, -4.35], [-3.01, 3.53, 0.77], [0.49, 2.84, 0.92], [-3.09, -5.28, -6.79]], "total_charge": 1, "gap_ev": 7.31}


{"formula": "C6H10O", "method": "ωB97M-V/def2-TZVPD", "elements": ["H", "C", "H", "C", "H", "H", "C", "H", "H", "O", "C", "H", "C", "H", "H", "C", "H"], "positions_angstrom": [[-1.41, -0.87, 2.47], [0.24, 1.22, -0.46], [-2.12, -2.06, 1.36], [-0.29, -1.14, 0.63], [0.35, 0.67, 1.64], [0.77, 1.39, -2.59], [0.83, 0.70, -1.75], [2.51, 1.87, -0.68], [-2.27, -0.33, 1.03], [1.85, 0.08, 0.33], [-1.60, -1.10, 1.42], [-0.40, 2.09, -0.41], [0.44, 0.19, 0.65], [0.78, -0.35, -2.01], [0.39, -1.89, 1.07], [1.73, 1.12, -0.63], [-0.47, -1.44, -0.40]], "de_lowest_kj_mol": 164.01, "gap_ev": 10.41}


{"formula": "C6H4AgN2S3Sb", "method": "ωB97M-V/def2-TZVPD", "elements": ["C", "C", "C", "C", "H", "C", "Ag", "C", "S", "H", "H", "H", "Sb", "N", "N", "S", "S"], "positions_angstrom": [[1.85, -0.18, 0.61], [0.17, -0.90, -1.40], [1.52, -1.06, -1.60], [2.40, -0.73, -0.56], [1.89, -1.46, -2.53], [0.48, -0.04, 0.70], [-2.45, 0.40, -0.18], [3.78, -0.99, -0.67], [-4.66, 1.53, 3.55], [2.48, 0.14, 1.42], [0.02, 0.38, 1.59], [-0.54, -1.18, -2.18], [-4.59, 2.58, 1.52], [4.90, -1.22, -0.75], [-0.37, -0.42, -0.27], [-2.16, 2.48, 0.92], [-4.74, 0.69, -0.19]], "spin_multiplicity": 2, "total_charge": -1, "s_squared": 0.760, "de_lowest_kj_mol": 19.56, "gap_ev": [4.52, 4.43]}


{"formula": "C6H12NO", "method": "ωB97M-V/def2-TZVPD", "elements": ["H", "C", "H", "C", "H", "C", "N", "C", "H", "H", "H", "H", "H", "H", "C", "O", "C", "H", "H", "H"], "positions_angstrom": [[1.28, 1.79, 1.22], [1.06, 1.10, -1.08], [-2.11, -0.97, -1.39], [-1.09, 0.56, -0.06], [0.35, -1.81, 2.20], [0.45, -1.37, 0.12], [0.38, 0.18, 0.04], [-1.80, 0.08, -1.39], [0.44, 0.78, 2.06], [0.56, -3.14, 1.19], [-0.99, 0.24, -2.14], [-1.46, 0.02, 0.71], [-1.00, 1.68, 0.15], [0.66, 2.24, -1.12], [0.55, -2.10, 1.21], [1.90, 0.75, -1.77], [1.09, 0.68, 1.28], [1.95, 0.09, 1.26], [0.41, -1.71, -1.00], [-2.64, 0.91, -1.49]], "smiles": "C=C[N@@+](C)(C=O)CC", "total_charge": 1, "de_lowest_kj_mol": 321.66, "gap_ev": 11.77}